*one*
Computed, not measured: a single C17H33NO2 molecule, with wB97M-V/def2-TZVPD.

XYZ file:
```
53
Properties=species:S:1:pos:R:3:nbo_charge:R:1
C -4.35 0.26 -7.01 -0.263
H -3.72 -0.50 -6.54 0.191
H -5.38 -0.08 -7.05 0.195
H -3.97 0.45 -8.01 0.194
O -4.35 1.45 -6.24 -0.508
C -3.17 2.09 -6.13 0.799
O -2.16 1.69 -6.64 -0.605
C -3.31 3.35 -5.32 -0.501
H -4.25 3.31 -4.77 0.224
C -2.12 3.55 -4.38 -0.386
C -2.10 2.50 -3.27 -0.393
C -0.93 2.72 -2.31 -0.384
C -0.88 1.67 -1.21 -0.384
C 0.27 1.90 -0.24 -0.384
C 0.33 0.84 0.86 -0.392
C 1.48 1.09 1.83 -0.383
C 1.52 0.09 2.99 -0.403
H 2.30 0.38 3.69 0.214
H 0.56 0.13 3.52 0.193
C 1.82 -1.34 2.53 -0.211
N 2.32 -2.16 3.62 -0.444
C 1.28 -2.50 4.59 -0.221
C 1.89 -3.20 5.80 -0.402
C 2.62 -4.46 5.36 -0.397
C 3.65 -4.09 4.30 -0.402
C 2.97 -3.36 3.14 -0.213
H 3.72 -3.08 2.40 0.199
H 2.25 -4.05 2.66 0.155
H 4.40 -3.43 4.73 0.203
H 4.15 -4.99 3.92 0.206
H 3.11 -4.93 6.22 0.207
H 1.90 -5.17 4.95 0.193
H 2.60 -2.52 6.27 0.203
H 1.11 -3.43 6.52 0.206
H 0.79 -1.58 4.91 0.202
H 0.52 -3.15 4.13 0.155
H 0.92 -1.79 2.07 0.163
H 2.60 -1.30 1.77 0.192
H 2.43 1.04 1.28 0.192
H 1.39 2.09 2.24 0.200
H -0.61 0.84 1.41 0.192
H 0.44 -0.14 0.40 0.194
H 0.17 2.89 0.22 0.192
H 1.21 1.89 -0.79 0.194
H -0.79 0.68 -1.66 0.194
H -1.83 1.69 -0.65 0.192
H 0.01 2.69 -2.87 0.197
H -1.01 3.71 -1.86 0.192
H -2.02 1.51 -3.71 0.199
H -3.03 2.54 -2.71 0.192
H -1.20 3.48 -4.97 0.218
H -2.17 4.55 -3.94 0.202
H -3.36 4.18 -6.03 0.237
```

Calculated values
**Net charge**: 0
**SMILES**: COC(=O)CCCCCCCCCCN1CCCCC1
**HOMO-LUMO gap**: 9.428 eV



*two*
Computed, not measured: a single C17H33NO2 molecule, with wB97M-V/def2-TZVPD.

XYZ file:
```
53
Properties=species:S:1:pos:R:3:nbo_charge:R:1
C 5.17 3.57 0.47 -0.261
H 4.28 4.18 0.33 0.194
H 5.33 3.36 1.53 0.193
H 6.05 4.08 0.08 0.192
O 4.94 2.37 -0.24 -0.514
C 5.91 1.44 -0.16 0.800
O 6.93 1.60 0.45 -0.598
C 5.52 0.19 -0.91 -0.493
H 6.42 -0.37 -1.15 0.225
C 4.59 -0.66 -0.04 -0.389
C 4.17 -1.94 -0.76 -0.394
C 3.34 -2.88 0.11 -0.384
C 2.02 -2.30 0.62 -0.401
C 1.07 -1.88 -0.51 -0.395
C -0.34 -1.57 -0.02 -0.389
C -0.41 -0.32 0.86 -0.395
C -1.83 0.01 1.32 -0.396
H -2.27 -0.87 1.78 0.192
H -1.80 0.80 2.07 0.212
C -2.73 0.51 0.18 -0.217
N -3.96 1.07 0.71 -0.454
C -4.54 2.14 -0.08 -0.207
C -5.23 1.65 -1.36 -0.421
C -6.32 0.64 -0.99 -0.399
C -5.71 -0.49 -0.17 -0.421
C -4.97 0.09 1.05 -0.216
H -5.70 0.58 1.70 0.190
H -4.50 -0.72 1.62 0.199
H -6.49 -1.18 0.17 0.209
H -5.01 -1.06 -0.79 0.193
H -7.09 1.14 -0.40 0.192
H -6.79 0.24 -1.89 0.206
H -5.66 2.50 -1.89 0.208
H -4.50 1.18 -2.01 0.194
H -5.28 2.64 0.55 0.187
H -3.75 2.86 -0.32 0.196
H -2.20 1.30 -0.35 0.193
H -2.91 -0.31 -0.54 0.166
H 0.20 -0.48 1.75 0.202
H 0.00 0.53 0.32 0.191
H -0.98 -1.42 -0.90 0.198
H -0.73 -2.42 0.53 0.193
H 1.02 -2.70 -1.23 0.199
H 1.47 -1.00 -1.02 0.193
H 2.22 -1.44 1.27 0.197
H 1.52 -3.06 1.23 0.202
H 3.12 -3.78 -0.46 0.199
H 3.94 -3.18 0.98 0.199
H 5.06 -2.47 -1.08 0.202
H 3.60 -1.68 -1.66 0.197
H 5.11 -0.92 0.89 0.206
H 3.71 -0.07 0.22 0.205
H 5.00 0.47 -1.83 0.223
```

Calculated values
**Net charge**: 0
**SMILES**: COC(=O)CCCCCCCCCCN1CCCCC1
**HOMO-LUMO gap**: 8.871 eV



*one* has the most favorable energy; the next structure is 0.213 eV above.



*one*
Computed, not measured: a 13-piece molecular cluster, C39H104O13 overall, with wB97M-V/def2-TZVPD.

XYZ file:
```
156
Properties=species:S:1:pos:R:3:mulliken_charge:R:1
C 33.44 0.40 3.04 -1.209
C 33.51 -1.07 2.61 0.326
C 32.34 -1.82 3.29 -1.005
O 33.55 -1.16 1.23 -0.611
H 34.19 1.08 2.63 0.380
H 33.49 0.63 4.10 0.459
H 32.46 0.86 2.92 0.032
H 34.45 -1.48 2.98 0.430
H 31.33 -1.41 3.29 -0.033
H 32.57 -1.90 4.35 0.741
H 32.33 -2.87 3.00 0.242
H 32.63 -1.12 0.98 0.101
C 30.19 1.72 7.14 -1.447
C 30.05 2.10 5.63 0.442
C 29.32 0.91 4.84 -0.984
O 29.19 3.26 5.47 -0.557
H 30.82 2.32 7.79 0.383
H 30.18 0.64 7.28 0.329
H 29.25 1.91 7.65 0.395
H 31.07 2.31 5.32 0.258
H 29.97 0.08 4.57 0.241
H 28.80 1.27 3.96 0.170
H 28.59 0.45 5.50 0.464
H 29.60 3.99 5.92 0.303
C 25.89 1.06 -0.72 -0.533
C 26.14 2.17 0.34 0.799
C 27.56 2.48 0.72 -0.869
O 25.64 3.39 -0.17 -0.612
H 26.50 1.30 -1.59 0.122
H 24.81 0.96 -0.82 0.362
H 26.25 0.08 -0.38 -0.051
H 25.53 1.93 1.21 -0.208
H 28.10 1.62 1.14 -0.072
H 27.74 3.25 1.47 0.401
H 28.19 2.70 -0.13 0.324
H 26.17 3.70 -0.90 0.380
C 24.83 -0.51 6.10 -1.460
C 24.13 0.51 5.07 0.487
C 25.15 0.94 4.06 -0.586
O 23.02 -0.07 4.41 -0.523
H 24.06 -1.18 6.49 0.486
H 25.25 -0.09 7.01 0.367
H 25.59 -1.17 5.68 0.254
H 23.87 1.39 5.67 0.344
H 25.94 1.54 4.50 0.415
H 24.62 1.39 3.22 0.283
H 25.58 0.04 3.61 -0.271
H 23.00 -1.02 4.48 0.202
C 25.75 -4.48 -2.33 -0.886
C 24.66 -3.50 -1.82 1.628
C 24.95 -2.14 -2.45 -0.558
O 23.44 -4.01 -2.19 -0.661
H 26.74 -4.20 -1.98 -0.280
H 25.60 -4.46 -3.41 0.398
H 25.56 -5.48 -1.94 0.417
H 24.59 -3.60 -0.74 -1.016
H 24.21 -1.42 -2.09 0.413
H 24.74 -2.18 -3.52 0.329
H 25.98 -1.91 -2.19 -0.110
H 22.76 -3.45 -1.81 0.372
C 28.35 -1.79 -5.50 -1.597
C 28.89 -1.42 -4.09 0.727
C 28.07 -0.21 -3.70 -1.087
O 28.63 -2.47 -3.16 0.288
H 27.30 -2.08 -5.47 0.301
H 28.71 -2.71 -5.95 0.356
H 28.52 -1.09 -6.31 0.456
H 29.96 -1.24 -4.15 0.423
H 28.21 0.56 -4.45 0.609
H 28.30 0.33 -2.78 -0.279
H 27.01 -0.41 -3.83 0.234
H 29.25 -3.10 -3.54 -0.252
C 31.85 -6.87 0.35 -0.640
C 31.62 -7.82 1.54 0.494
C 32.76 -8.00 2.59 -1.562
O 30.42 -7.42 2.24 -0.436
H 30.85 -6.52 0.11 -0.236
H 32.35 -7.40 -0.46 0.369
H 32.31 -5.92 0.62 0.447
H 31.18 -8.75 1.18 0.421
H 32.48 -8.83 3.25 0.371
H 32.93 -7.13 3.22 0.199
H 33.78 -8.22 2.28 0.418
H 29.74 -7.98 1.86 0.250
C 27.22 -7.05 0.23 -0.638
C 27.51 -8.53 0.21 0.575
C 28.48 -8.88 -0.83 -1.302
O 28.06 -8.65 1.50 -0.643
H 27.01 -6.73 -0.79 -0.266
H 28.08 -6.41 0.42 0.028
H 26.38 -6.87 0.90 0.646
H 26.62 -9.16 0.16 0.293
H 28.67 -9.95 -0.85 0.408
H 29.47 -8.42 -0.77 0.141
H 27.99 -8.69 -1.78 0.429
H 27.49 -8.22 2.15 0.289
C 30.48 -6.37 -5.25 -1.665
C 29.70 -5.35 -4.45 0.367
C 29.33 -5.96 -3.07 -0.054
O 30.45 -4.29 -4.11 -0.549
H 31.51 -6.47 -4.91 0.329
H 30.61 -5.99 -6.26 0.443
H 29.99 -7.34 -5.40 0.373
H 28.76 -4.99 -4.88 0.285
H 30.13 -6.00 -2.33 0.076
H 29.05 -7.01 -3.14 0.351
H 28.47 -5.41 -2.70 -0.404
H 31.23 -4.57 -3.63 0.304
C 31.76 2.00 -0.08 -1.789
C 30.86 0.77 -0.41 1.417
C 31.44 0.01 -1.58 -1.486
O 30.70 -0.13 0.65 1.114
H 32.76 1.61 0.08 0.313
H 31.34 2.41 0.84 0.368
H 31.77 2.62 -0.98 0.460
H 29.94 1.21 -0.79 -0.418
H 31.26 0.55 -2.51 0.499
H 31.03 -1.00 -1.67 0.038
H 32.53 0.07 -1.66 0.486
H 29.81 -0.46 0.50 -0.687
C 24.11 -3.03 2.12 -1.082
C 22.57 -3.24 2.17 0.729
C 22.14 -4.68 2.66 -1.643
O 22.13 -2.53 3.35 -0.504
H 24.40 -1.99 1.98 0.249
H 24.54 -3.61 1.31 0.062
H 24.67 -3.23 3.04 0.467
H 22.18 -3.05 1.17 0.163
H 22.42 -4.84 3.70 0.451
H 22.63 -5.50 2.14 0.341
H 21.08 -4.78 2.44 0.420
H 21.41 -2.98 3.80 0.257
C 29.78 -3.51 0.64 -0.279
C 28.49 -2.61 0.61 1.198
C 28.15 -2.07 1.95 -1.195
O 28.68 -1.61 -0.36 1.189
H 30.04 -3.97 -0.31 0.092
H 29.66 -4.33 1.35 0.236
H 30.60 -2.95 1.08 -0.659
H 27.68 -3.19 0.16 -0.104
H 28.11 -2.89 2.68 0.456
H 27.15 -1.62 1.89 -0.017
H 28.86 -1.38 2.39 -0.151
H 28.75 -2.00 -1.23 -1.053
C 29.70 -4.16 5.69 -1.479
C 30.23 -5.32 4.85 1.613
C 31.31 -6.16 5.57 -1.338
O 29.13 -6.29 4.62 -0.678
H 29.50 -4.40 6.74 0.381
H 28.79 -3.68 5.33 0.318
H 30.44 -3.37 5.58 0.277
H 30.59 -4.82 3.96 -0.290
H 31.00 -6.46 6.57 0.331
H 32.23 -5.58 5.59 0.328
H 31.67 -7.06 5.07 0.227
H 29.37 -6.67 3.77 0.351
```

Calculated values
**Net charge**: 0
**HOMO-LUMO gap**: 10.053 eV



*two*
Computed, not measured: a 13-piece molecular cluster, C39H104O13 overall, with wB97M-V/def2-TZVPD.

XYZ file:
```
156
Properties=species:S:1:pos:R:3:mulliken_charge:R:1
C 3.39 -4.40 -7.42 -1.103
C 4.74 -4.49 -8.09 0.228
C 5.80 -4.96 -7.13 -0.624
O 4.70 -5.45 -9.16 -0.551
H 3.10 -5.43 -7.21 0.219
H 2.61 -3.89 -8.00 0.464
H 3.43 -3.85 -6.47 0.143
H 4.99 -3.53 -8.54 0.295
H 6.12 -4.14 -6.48 0.515
H 6.70 -5.32 -7.64 0.511
H 5.43 -5.73 -6.46 -0.297
H 3.84 -5.43 -9.59 0.315
C 2.33 -7.63 -5.31 0.318
C 3.20 -7.88 -4.11 0.152
C 4.44 -7.01 -4.01 1.537
O 2.44 -7.79 -2.90 0.802
H 1.42 -8.22 -5.28 0.297
H 2.85 -7.89 -6.24 0.073
H 2.01 -6.58 -5.28 -1.261
H 3.59 -8.91 -4.15 -0.200
H 5.08 -7.13 -4.89 -0.390
H 5.03 -7.28 -3.14 -0.342
H 4.15 -5.95 -3.94 -0.765
H 2.99 -8.16 -2.18 -0.774
C -0.82 -6.31 -3.94 0.526
C -0.99 -5.05 -4.79 -0.547
C 0.29 -4.63 -5.50 0.934
O -2.05 -5.23 -5.72 -0.530
H 0.05 -6.17 -3.29 -0.429
H -0.58 -7.14 -4.61 -1.379
H -1.72 -6.57 -3.38 1.093
H -1.24 -4.24 -4.08 0.347
H 0.64 -5.45 -6.12 -1.296
H 0.98 -4.38 -4.70 -0.428
H 0.15 -3.76 -6.14 0.727
H -2.88 -5.30 -5.25 0.386
C 5.59 -3.04 -3.83 -0.478
C 4.57 -2.51 -2.83 1.155
C 4.79 -1.05 -2.49 -1.736
O 3.26 -2.64 -3.36 -0.493
H 6.63 -3.03 -3.49 0.395
H 5.54 -2.37 -4.70 0.514
H 5.32 -4.04 -4.16 -0.375
H 4.63 -3.08 -1.89 0.039
H 3.99 -0.64 -1.87 0.413
H 4.82 -0.48 -3.42 0.383
H 5.76 -0.95 -2.00 0.378
H 2.90 -3.51 -3.09 -0.048
C 10.57 -5.48 -5.22 -1.569
C 9.71 -6.30 -4.30 0.642
C 8.22 -6.00 -4.50 -0.036
O 9.81 -7.70 -4.56 -0.466
H 10.31 -5.60 -6.28 0.346
H 11.64 -5.66 -5.10 0.431
H 10.44 -4.41 -5.04 0.358
H 9.98 -6.11 -3.26 0.126
H 7.58 -6.71 -3.96 -0.416
H 7.95 -6.14 -5.55 0.094
H 7.91 -5.00 -4.20 0.290
H 10.72 -8.01 -4.62 0.224
C 1.83 -11.96 -4.03 -0.474
C 2.09 -13.47 -4.10 0.174
C 1.28 -14.15 -5.19 -1.381
O 3.48 -13.69 -4.32 -0.535
H 0.75 -11.77 -3.91 0.243
H 2.13 -11.41 -4.92 0.193
H 2.34 -11.44 -3.23 -0.063
H 1.81 -13.89 -3.13 0.338
H 0.20 -14.03 -5.08 0.386
H 1.55 -15.20 -5.27 0.343
H 1.54 -13.72 -6.17 0.326
H 3.66 -13.38 -5.21 0.363
C 7.76 -9.92 -2.65 -0.991
C 7.70 -10.58 -4.04 0.809
C 6.45 -11.38 -4.23 -1.729
O 7.78 -9.57 -5.05 -0.333
H 7.63 -10.67 -1.88 0.556
H 6.91 -9.23 -2.60 -0.197
H 8.76 -9.51 -2.47 0.516
H 8.61 -11.18 -4.20 0.285
H 6.27 -12.01 -3.36 0.570
H 6.58 -12.09 -5.05 0.437
H 5.55 -10.78 -4.38 0.093
H 8.54 -9.00 -4.86 0.123
C 7.65 -5.27 -0.87 -1.325
C 7.19 -6.61 -0.32 2.421
C 8.21 -7.21 0.67 -1.708
O 5.93 -6.45 0.34 -0.638
H 8.49 -5.34 -1.56 0.101
H 7.92 -4.62 -0.02 0.502
H 6.84 -4.73 -1.37 0.262
H 7.03 -7.33 -1.12 -1.099
H 8.56 -6.40 1.32 0.398
H 9.09 -7.56 0.13 0.350
H 7.75 -7.98 1.28 0.403
H 6.05 -5.72 0.96 0.319
C 1.90 -5.46 -0.33 -1.036
C 1.10 -5.01 -1.54 1.351
C 0.67 -3.55 -1.43 -1.742
O 1.95 -5.05 -2.72 0.801
H 2.01 -6.54 -0.26 -0.058
H 1.31 -5.15 0.54 0.474
H 2.89 -5.00 -0.34 0.117
H 0.28 -5.72 -1.66 0.182
H 1.50 -2.91 -1.12 0.391
H -0.10 -3.45 -0.66 0.441
H 0.26 -3.25 -2.39 0.296
H 2.04 -6.01 -2.94 -0.503
C 2.74 -10.25 0.01 -1.051
C 4.13 -9.65 0.05 0.640
C 5.19 -10.63 -0.41 -1.033
O 4.14 -8.49 -0.78 -0.096
H 2.03 -9.42 0.03 0.229
H 2.55 -10.97 0.80 0.521
H 2.55 -10.76 -0.94 -0.021
H 4.40 -9.37 1.07 0.312
H 4.97 -11.00 -1.42 0.005
H 5.15 -11.53 0.21 0.478
H 6.19 -10.22 -0.38 0.175
H 4.77 -7.82 -0.47 -0.365
C -1.29 -7.50 -7.56 -1.182
C 0.02 -7.23 -8.32 2.282
C 0.75 -8.53 -8.58 -1.340
O -0.28 -6.60 -9.55 -0.658
H -1.75 -6.52 -7.38 0.408
H -1.15 -8.09 -6.65 0.012
H -1.93 -8.07 -8.24 0.410
H 0.67 -6.62 -7.67 -1.088
H 1.23 -8.96 -7.70 0.152
H 1.61 -8.36 -9.24 0.326
H 0.17 -9.28 -9.11 0.435
H -0.78 -5.81 -9.33 0.408
C -1.01 -9.61 -1.52 -0.810
C -2.21 -9.36 -2.44 0.448
C -1.93 -9.35 -3.91 -0.680
O -3.23 -10.35 -2.25 -0.587
H -1.30 -9.54 -0.47 0.484
H -0.26 -8.82 -1.67 -0.094
H -0.50 -10.53 -1.82 0.183
H -2.64 -8.41 -2.10 0.174
H -2.84 -9.11 -4.46 0.384
H -1.68 -10.35 -4.26 0.455
H -1.17 -8.64 -4.25 -0.090
H -3.56 -10.32 -1.35 0.340
C 6.74 -8.33 -8.11 -0.944
C 5.39 -8.98 -7.78 2.564
C 4.55 -9.37 -8.97 -1.774
O 5.59 -10.20 -7.05 -0.646
H 6.44 -7.42 -8.64 0.334
H 7.35 -8.86 -8.85 0.344
H 7.33 -8.16 -7.21 -0.061
H 4.83 -8.25 -7.19 -1.189
H 3.65 -9.86 -8.61 0.390
H 5.02 -10.07 -9.66 0.457
H 4.29 -8.50 -9.59 0.281
H 6.28 -9.97 -6.41 0.188
```

Calculated values
**Net charge**: 0
**HOMO-LUMO gap**: 9.747 eV



*two* has the most favorable energy; the next structure is 4.841 eV above.



*one*
Computed, not measured: C6H10N3S as an isolated structure, with wB97M-V/def2-TZVPD.

XYZ file:
```
20
Properties=species:S:1:pos:R:3:nbo_charge:R:1
C 2.01 -0.66 -0.80 -0.295
C 2.46 -1.92 -1.14 0.040
C 0.26 -2.73 -0.78 -0.015
C 0.79 -0.50 -0.23 -0.086
C -0.12 -1.55 -0.17 0.081
C -1.36 3.54 0.53 -0.478
N 1.56 -2.94 -1.09 -0.402
N -1.26 -1.25 0.43 -0.753
N -0.80 2.52 1.35 -0.619
S 0.36 1.69 0.73 0.736
H 2.59 0.17 -0.90 0.235
H 3.41 -1.94 -1.62 0.247
H -0.35 -3.69 -0.67 0.238
H -2.06 4.14 1.07 0.235
H -0.58 4.29 0.29 0.208
H -1.77 3.31 -0.38 0.221
H 1.89 -3.84 -1.33 0.442
H -2.19 -1.80 0.52 0.427
H -1.36 -0.30 0.61 0.393
H 0.74 0.84 1.80 0.148
```

Calculated values
**Net charge**: +1
**HOMO-LUMO gap (alpha / beta)**: 7.921 / 7.547 eV



*two*
Computed, not measured: a 2-piece molecular cluster, C6H10N3S overall, with wB97M-V/def2-TZVPD.

XYZ file:
```
20
Properties=species:S:1:pos:R:3:nbo_charge:R:1
C -0.18 -0.40 3.23 -0.152
C 0.79 0.66 3.37 -0.181
C -0.58 -0.68 1.96 -0.220
C 1.08 1.45 2.25 0.035
C -0.21 0.05 0.87 0.057
C -0.54 -0.22 -0.55 0.539
N 0.63 1.18 1.04 -0.377
N -0.62 -1.47 -0.93 -0.708
N -0.43 0.70 -1.48 -0.688
S 0.14 0.52 -5.52 -0.318
H -0.51 -1.01 4.15 0.261
H 0.97 0.99 4.38 0.246
H -1.32 -1.52 1.85 0.227
H 1.79 2.20 2.17 0.224
H -0.57 -1.79 -1.93 0.424
H -0.74 -2.24 -0.35 0.424
H -0.34 -0.77 -5.33 0.151
H -0.35 1.62 -1.26 0.432
H -0.55 0.51 -2.55 0.443
H 1.54 0.24 -5.37 0.182
```

Calculated values
**Net charge**: +1
**HOMO-LUMO gap**: 8.693 eV



*two* has the most favorable energy; the next structure is 4.024 eV above.